94
Properties=species:S:1:pos:R:3 method="wB97M-V/def2-TZVPD" multiplicity=6 charge=-1 lumo_energy_ev="2.24 / 2.24" s2=8.753
Mn 0.29 0.49 0.10
C -0.10 4.48 0.15
C 0.23 3.68 1.40
N -0.61 2.49 1.60
C -2.05 2.81 1.64
C -2.78 2.90 0.30
C -0.27 1.88 2.89
C 1.14 1.33 3.01
N 1.41 0.31 2.01
C 2.66 -0.18 1.99
C 3.07 -0.98 0.90
F 2.14 -1.22 -0.06
C 4.32 -1.51 0.72
F 4.58 -2.22 -0.39
C 5.32 -1.32 1.66
C 4.97 -0.57 2.76
F 5.89 -0.35 3.72
C 3.71 -0.02 2.94
F 3.53 0.67 4.09
H -1.01 5.08 0.26
H -0.22 3.82 -0.71
H 0.72 5.16 -0.07
H 0.14 4.33 2.29
H 1.26 3.34 1.33
H -2.19 3.75 2.21
H -2.53 2.03 2.23
H -2.75 3.88 -0.16
H -3.84 2.64 0.44
H -2.36 2.21 -0.42
H -0.97 1.06 3.05
H -0.42 2.61 3.70
H 1.22 0.95 4.03
H 1.86 2.15 2.94
H 6.32 -1.72 1.53
O -0.57 0.97 -4.06
S -0.80 1.87 -2.96
O -2.06 2.58 -2.98
O -0.58 1.25 -1.63
C 0.45 3.17 -3.11
C 0.00 4.29 -3.79
C 0.83 5.37 -4.04
C 2.14 5.34 -3.59
C 2.61 4.22 -2.91
C 1.78 3.13 -2.66
S 2.55 1.80 -1.72
O 3.95 2.14 -1.66
O 2.23 0.57 -2.41
O 1.90 1.88 -0.39
H -1.03 4.31 -4.12
H 0.45 6.23 -4.57
H 2.81 6.17 -3.77
H 3.63 4.17 -2.55
C -4.04 -4.01 2.19
C -4.02 -2.54 2.60
N -3.41 -1.68 1.60
C -4.19 -1.41 0.39
C -3.68 -2.14 -0.85
C -2.17 -1.13 1.73
C -1.34 -1.52 2.93
N -1.67 -0.30 0.89
H -4.48 -4.62 2.98
H -3.03 -4.37 2.00
H -4.63 -4.16 1.28
H -3.49 -2.43 3.54
H -5.04 -2.19 2.78
H -4.23 -0.33 0.21
H -5.22 -1.71 0.61
H -2.64 -1.89 -1.07
H -4.28 -1.85 -1.72
H -3.75 -3.22 -0.72
H -1.31 -2.61 3.05
H -1.75 -1.10 3.85
H -0.33 -1.15 2.78
H -2.29 -0.11 0.11
C 0.73 -1.70 -3.58
N 0.80 -2.86 -2.70
C 1.16 -4.11 -3.33
C 0.38 -2.74 -1.42
O -0.27 -1.77 -1.01
N 0.65 -3.82 -0.57
C -0.01 -3.76 0.72
C 2.03 -4.28 -0.44
H 1.71 -1.53 -4.04
H 0.46 -0.81 -3.02
H -0.01 -1.86 -4.36
H 0.62 -4.19 -4.28
H 0.88 -4.95 -2.70
H 2.23 -4.16 -3.54
H -1.03 -3.38 0.59
H 0.51 -3.10 1.41
H -0.05 -4.76 1.15
H 2.62 -4.03 -1.32
H 2.06 -5.36 -0.30
H 2.52 -3.80 0.41

---

78
Properties=species:S:1:pos:R:3 method="wB97M-V/def2-TZVPD" multiplicity=1 charge=+2 lumo_energy_ev=-6.61 relative_energy_kj_mol=83.55
Hf 0.84 -0.53 -0.50
C -1.26 -0.76 0.97
C -0.94 -1.93 0.22
C 0.91 -1.39 1.56
C -0.13 -0.43 1.79
C 0.41 -2.36 0.58
C -2.64 -0.19 1.18
H -3.27 -0.27 0.29
H -2.63 0.87 1.47
H -3.19 -0.71 1.99
C -0.14 0.53 2.95
H -1.15 0.90 3.20
H 0.50 1.41 2.77
H 0.26 0.03 3.85
C 2.27 -1.34 2.17
H 2.11 -1.36 3.26
H 2.87 -0.44 1.95
H 2.85 -2.20 1.84
C 1.27 -3.28 -0.24
H 1.13 -4.32 0.10
H 2.36 -3.07 -0.17
H 1.06 -3.30 -1.33
C -1.86 -2.67 -0.71
H -2.10 -3.66 -0.31
H -1.40 -2.83 -1.69
H -2.80 -2.13 -0.87
C -0.92 2.68 -2.02
C -1.97 1.84 -1.85
C -2.26 0.62 -2.70
C -1.16 -0.15 -3.47
C 0.23 -0.38 -2.97
C 1.39 0.41 -3.57
C 1.36 1.91 -3.21
C -0.02 2.65 -3.20
H -2.98 0.95 -3.48
H -1.16 0.29 -4.51
H -2.77 -0.13 -2.08
H -0.66 2.22 -4.03
H -0.55 3.25 -1.17
H -2.43 1.79 -0.87
H 0.23 3.71 -3.41
H 1.91 2.03 -2.26
H 2.35 0.02 -3.17
H 1.99 2.44 -3.93
H -1.56 -1.16 -3.69
H 0.48 -1.46 -2.99
P -0.57 1.70 -5.88
C -0.60 3.47 -6.36
C -1.65 0.97 -7.17
P 1.72 -0.20 -5.28
C 1.14 1.17 -6.31
C 0.90 -1.67 -5.86
C 3.48 -0.33 -5.59
H 0.34 3.97 -6.07
H -1.46 3.96 -5.87
H -0.73 3.51 -7.46
H -1.41 1.53 -8.10
H -2.70 1.14 -6.87
H -1.45 -0.11 -7.28
H 3.66 0.00 -6.62
H 3.77 -1.38 -5.45
H 4.04 0.31 -4.89
H 1.82 2.05 -6.22
H 1.10 0.87 -7.38
H 1.58 -2.51 -5.70
H 0.71 -1.57 -6.94
H -0.05 -1.88 -5.34
F 4.83 3.22 2.26
C 3.89 2.63 1.44
C 4.34 1.61 0.59
C 3.34 0.93 -0.15
C 1.98 1.28 0.03
C 1.60 2.39 0.80
C 2.58 3.05 1.56
H 5.38 1.34 0.52
H 3.64 0.14 -0.86
H 0.55 2.69 0.81
H 2.30 3.87 2.24

---

85
Properties=species:S:1:pos:R:3 method="wB97M-V/def2-TZVPD" multiplicity=3 charge=+1 lumo_energy_ev="-1.97 / -6.15" relative_energy_kj_mol=0.00 s2=2.037
Pt -0.34 -0.02 -0.46
C 0.60 -4.43 -1.48
C 0.01 -3.16 -0.88
Ge 1.34 -1.68 -1.07
C 2.00 -1.57 -2.92
C 3.28 -2.37 -3.12
C 2.84 -1.83 0.11
C 2.99 -0.89 1.06
Ge 1.48 0.40 1.16
C 2.06 2.27 0.88
C 3.42 2.71 1.42
C 0.41 0.02 2.80
C 1.01 0.22 4.19
C 4.17 -0.84 1.96
C 5.31 -1.62 1.72
C 6.40 -1.57 2.57
C 6.39 -0.73 3.67
C 5.28 0.07 3.91
C 4.19 0.01 3.06
H -0.07 -5.28 -1.33
H 1.55 -4.69 -1.01
H 0.77 -4.33 -2.55
H -0.20 -3.28 0.19
H -0.93 -2.89 -1.37
H 2.16 -0.52 -3.17
H 1.22 -1.93 -3.59
H 4.09 -1.99 -2.49
H 3.62 -2.33 -4.15
H 3.15 -3.43 -2.87
H 3.58 -2.62 -0.02
H 1.27 2.91 1.27
H 2.05 2.38 -0.21
H 3.44 2.74 2.51
H 3.65 3.72 1.07
H 4.23 2.06 1.09
H 0.10 -1.02 2.68
H -0.50 0.63 2.72
H 1.82 -0.48 4.39
H 0.25 0.04 4.96
H 1.38 1.23 4.34
H 5.35 -2.28 0.86
H 7.26 -2.19 2.37
H 7.24 -0.69 4.34
H 5.26 0.74 4.76
H 3.34 0.65 3.25
C -0.08 4.24 -2.44
N -0.64 3.15 -1.66
C -1.25 3.23 -0.49
S -1.33 1.90 0.59
N -1.81 4.38 -0.07
C -2.33 5.45 -0.92
H 0.82 3.87 -2.92
H 0.19 5.07 -1.79
H -0.76 4.60 -3.22
H -0.35 2.22 -1.93
H -2.14 4.35 0.88
H -1.62 6.26 -1.05
H -3.23 5.84 -0.45
H -2.61 5.05 -1.89
O -2.39 -0.45 -1.35
C -3.29 -0.90 -0.60
C -4.72 -0.87 -1.04
C -5.52 0.19 -0.28
C -5.99 -0.25 1.10
C -4.88 -0.59 2.09
C -3.98 -1.73 1.64
N -3.01 -1.34 0.62
H -5.18 -1.86 -0.89
H -4.72 -0.66 -2.11
H -6.40 0.44 -0.88
H -4.92 1.10 -0.20
H -6.64 -1.13 0.99
H -6.62 0.53 1.53
H -5.33 -0.87 3.04
H -4.26 0.29 2.28
H -4.57 -2.57 1.27
H -3.40 -2.11 2.48
H -2.03 -1.25 0.90
N -0.28 0.70 -3.32
C -0.99 -0.09 -3.77
C -1.84 -1.10 -4.29
C -1.35 -2.40 -4.49
N -0.94 -3.47 -4.64
C -3.19 -0.80 -4.55
N -4.30 -0.55 -4.75

---

84
Properties=species:S:1:pos:R:3 method="wB97M-V/def2-TZVPD" multiplicity=1 lumo_energy_ev="-0.11 / -0.11" relative_energy_kj_mol=0.00
Ni -0.50 0.91 0.95
C -0.39 3.46 2.85
P -1.55 2.10 2.51
C -2.10 1.67 4.18
C -2.98 2.99 1.79
C -2.56 3.48 0.41
P -1.83 2.05 -0.50
C -1.17 2.78 -2.03
C -3.34 1.24 -1.09
H -0.92 4.29 3.31
H 0.11 3.79 1.94
H 0.38 3.09 3.52
H -2.42 2.60 4.66
H -1.28 1.22 4.72
H -2.92 0.95 4.15
H -3.31 3.81 2.44
H -3.81 2.28 1.70
H -1.81 4.27 0.48
H -3.40 3.88 -0.16
H -1.96 3.31 -2.55
H -0.78 1.98 -2.66
H -0.35 3.46 -1.81
H -3.92 1.96 -1.68
H -3.93 0.90 -0.24
H -3.08 0.37 -1.68
O 0.58 0.56 2.52
N 1.15 -0.63 2.78
C 2.47 -0.71 2.45
C 3.21 -1.82 2.70
C 2.56 -2.91 3.30
C 1.24 -2.82 3.62
C 0.47 -1.64 3.40
S -1.12 -1.50 3.91
H 2.84 0.17 1.95
H 4.25 -1.84 2.41
H 3.11 -3.83 3.50
H 0.72 -3.64 4.09
C 1.24 -2.38 -0.37
C 1.67 -1.66 -1.64
C 0.47 -1.24 -2.49
C 2.62 -0.50 -1.40
C 3.87 -0.60 -2.00
C 4.82 0.41 -1.90
C 4.48 1.54 -1.18
C 3.24 1.70 -0.57
C 3.04 2.99 0.20
C 3.00 2.77 1.71
C 1.83 3.80 -0.26
C 2.26 0.67 -0.68
O 1.05 0.85 -0.20
H 0.68 -3.29 -0.61
H 0.59 -1.75 0.24
H 2.11 -2.66 0.23
H 2.23 -2.39 -2.23
H -0.17 -0.54 -1.93
H -0.14 -2.11 -2.76
H 0.79 -0.74 -3.40
H 4.10 -1.50 -2.56
H 5.78 0.31 -2.38
H 5.20 2.34 -1.09
H 3.93 3.60 -0.01
H 2.13 2.19 2.00
H 2.98 3.73 2.24
H 3.90 2.24 2.04
H 0.92 3.23 -0.06
H 1.88 4.00 -1.33
H 1.78 4.75 0.27
C -2.58 -6.03 -1.49
C -2.58 -4.58 -1.81
C -2.69 -4.04 -3.06
C -2.68 -2.63 -3.16
N -2.54 -1.83 -2.13
C -2.38 -2.34 -0.89
S -2.06 -1.51 0.52
N -2.44 -3.72 -0.77
C -2.78 -1.97 -4.50
H -2.74 -6.62 -2.40
H -3.36 -6.27 -0.77
H -1.62 -6.32 -1.06
H -2.80 -4.67 -3.92
H -2.32 -4.07 0.17
H -3.17 -2.64 -5.26
H -1.79 -1.63 -4.80
H -3.41 -1.09 -4.43

---

84
Properties=species:S:1:pos:R:3 method="wB97M-V/def2-TZVPD" multiplicity=1 lumo_energy_ev=0.60 relative_energy_kj_mol=0.00
C 3.32 -2.65 -2.60
O 2.54 -3.25 -1.86
N 3.75 -3.25 -3.78
N 3.91 -1.47 -2.32
H 4.09 -2.63 -4.49
H 3.42 -4.16 -4.01
H 3.65 -1.02 -1.46
H 4.56 -1.06 -2.97
C 2.57 -2.81 2.92
C 1.49 -2.76 4.02
C 0.78 -1.42 4.05
C 1.62 -0.28 4.38
N 2.29 0.63 4.59
H 2.17 -2.72 1.91
H 3.08 -3.77 2.96
H 3.37 -2.08 3.06
H 1.92 -3.09 4.96
H 0.83 -3.56 3.68
H -0.02 -1.41 4.80
H 0.37 -1.24 3.05
C 0.17 -0.60 0.04
C 0.88 0.74 -0.18
C 1.92 1.02 0.90
C 3.14 0.22 0.84
N 4.09 -0.42 0.79
H -0.42 -0.72 -0.88
H -0.55 -0.68 0.85
H 0.92 -1.39 0.08
H 0.19 1.58 -0.21
H 1.40 0.65 -1.13
H 1.46 0.87 1.88
H 2.24 2.07 0.88
C -2.04 3.50 -0.02
C -2.92 2.85 1.03
C -2.57 3.23 2.49
C -1.23 2.81 2.87
N -0.18 2.43 3.13
H -2.19 2.93 -0.94
H -0.98 3.47 0.20
H -2.32 4.54 -0.19
H -2.97 1.76 0.95
H -3.96 3.15 0.87
H -3.21 2.60 3.12
H -2.76 4.25 2.82
N -0.54 -5.20 -0.68
C -1.57 -5.81 -1.32
C -2.32 -4.86 -1.93
C -1.78 -3.60 -1.58
C -0.65 -3.84 -0.79
H 0.19 -5.65 -0.16
H -1.56 -6.89 -1.34
H -3.17 -5.00 -2.58
H -2.17 -2.66 -1.93
H 0.05 -3.18 -0.31
N -4.49 0.34 3.64
C -3.31 -0.26 3.97
C -2.98 -1.11 2.94
C -4.03 -1.07 2.03
C -4.98 -0.17 2.45
H -5.07 0.87 4.27
H -2.80 -0.04 4.88
H -2.10 -1.74 2.95
H -4.11 -1.69 1.14
H -5.98 0.10 2.15
N -0.69 0.04 -6.09
C 0.63 -0.22 -5.86
C 0.81 -0.41 -4.52
C -0.45 -0.27 -3.90
C -1.37 0.03 -4.90
H -1.05 0.11 -7.02
H 1.36 -0.16 -6.65
H 1.74 -0.66 -4.04
H -0.71 -0.37 -2.86
H -2.44 0.12 -4.84
N 2.38 5.80 -1.77
C 1.11 6.25 -1.57
C 0.69 5.83 -0.32
C 1.76 5.12 0.26
C 2.79 5.12 -0.65
H 2.98 6.07 -2.53
H 0.64 6.80 -2.37
H -0.21 6.17 0.16
H 1.80 4.62 1.22
H 3.76 4.64 -0.60